Density functional theory data (ωB97M-V/def2-TZVPD) for C23H45Cl9MgN4O20P2S2V2 as an isolated structure.

The calculation puts the total energy at -281273.168 eV. For the HOMO energy, the calculation gives -9.264 eV. The gap between HOMO and LUMO comes out at 9.04 eV. The LUMO energy is -0.2 eV. The multiplicity is 1.

Element x y z (Å)
Mg: 15.836840 -18.335894 13.131555
O: 10.915481 -15.083917 10.650025
V: 11.477468 -16.583457 10.456834
O: 12.528338 -16.594194 9.254074
O: 10.676591 -18.809893 16.149719
V: 11.865580 -19.553550 15.375468
O: 11.263807 -20.836754 14.681694
S: 15.309496 -19.500360 15.344220
O: 15.734960 -18.128856 15.037719
O: 13.880809 -19.676865 15.555207
O: 15.740980 -19.959074 14.028563
O: 16.075768 -20.111434 16.366418
S: 12.800170 -17.917910 12.519874
O: 14.167074 -18.303264 12.597432
O: 12.084054 -18.491619 11.344872
O: 12.170043 -18.334426 13.778314
O: 12.603214 -16.516223 12.308217
C: 14.475172 -13.940808 9.695339
C: 14.563853 -14.308169 11.168560
O: 15.841121 -14.090503 11.628770
P: 16.548109 -14.993004 12.859983
O: 16.333003 -16.480520 12.823995
O: 18.152674 -14.470258 12.774795
C: 18.448996 -13.101213 12.954845
C: 19.945099 -12.820822 12.865301
O: 15.996603 -14.238312 14.190948
C: 14.717785 -14.607791 14.641206
C: 14.668752 -14.056135 16.044216
H: 13.509739 -14.274489 9.314936
H: 14.540408 -12.910960 9.344266
H: 15.250962 -14.396552 9.080076
H: 13.937576 -13.658402 11.779861
H: 14.384646 -15.380645 11.244534
H: 17.942166 -12.624681 12.115718
H: 17.993661 -12.803662 13.899423
H: 20.275744 -12.765390 11.828134
H: 20.257879 -11.880703 13.319663
H: 20.466373 -13.694271 13.257039
H: 13.983044 -14.239698 13.925126
H: 14.674558 -15.696703 14.618922
H: 14.840285 -12.979744 16.035665
H: 13.625322 -14.210957 16.318817
H: 15.431041 -14.460368 16.710246
C: 5.636875 -17.548466 6.961298
C: 6.328802 -18.560354 7.949197
O: 7.444737 -18.036267 8.667623
P: 8.972270 -18.311315 8.276447
O: 9.932585 -17.528463 9.078920
O: 9.149978 -19.896201 8.489067
C: 10.422198 -20.503554 8.424066
C: 11.124719 -20.344832 7.007654
O: 9.065708 -18.070655 6.632101
C: 9.490147 -16.851054 6.089231
C: 10.630092 -16.992511 5.035098
H: 4.861671 -18.071177 6.400989
H: 5.192966 -16.677906 7.444173
H: 6.323256 -17.096178 6.245469
H: 5.624168 -19.028984 8.636196
H: 6.671553 -19.404824 7.351297
H: 10.938415 -20.108458 9.299013
H: 10.403395 -21.579463 8.597788
H: 12.059210 -20.904567 6.968405
H: 10.502725 -20.692920 6.182992
H: 11.348698 -19.292121 6.835225
H: 8.656839 -16.331774 5.615888
H: 9.845418 -16.184513 6.875105
H: 10.315398 -17.687370 4.256488
H: 10.926547 -16.051510 4.571707
H: 11.520318 -17.394756 5.518631
C: 14.481269 -21.915406 17.971129
C: 13.234235 -21.273605 17.662556
N: 12.249364 -20.702621 17.421051
H: 14.439762 -22.636900 18.787102
H: 15.181066 -21.157167 18.322515
H: 14.930248 -22.312783 17.060851
C: 19.589376 -19.816097 15.502034
C: 18.965106 -19.141046 14.363659
N: 18.482041 -18.532987 13.513722
H: 18.995471 -19.521828 16.367355
H: 20.646420 -19.559224 15.571088
H: 19.620413 -20.905475 15.482188
C: 9.042331 -19.744594 12.766331
C: 9.163351 -18.327030 12.365454
N: 9.246036 -17.221249 12.116573
H: 7.981715 -19.995817 12.757690
H: 9.434651 -19.875574 13.774811
H: 9.658508 -20.387767 12.138043
C: 17.699622 -20.523015 9.571792
C: 17.013434 -19.643877 10.467849
N: 16.534536 -18.878464 11.203409
H: 17.048107 -20.913418 8.789989
H: 18.167954 -21.372374 10.069144
H: 18.549102 -20.028501 9.100698
C: 15.137267 -17.437545 18.759459
Cl: 15.885962 -16.026867 19.490675
Cl: 13.631900 -16.942748 17.991350
Cl: 14.952922 -18.800910 19.939599
H: 15.772335 -17.829209 17.964854
C: 13.658850 -21.372032 10.793189
Cl: 14.141504 -21.456354 9.148581
Cl: 14.848294 -22.123490 11.894551
Cl: 12.075110 -22.031491 11.143215
H: 13.580679 -20.311388 11.031950
C: 10.521098 -14.502303 14.069604
Cl: 11.029489 -15.189056 15.537159
Cl: 11.227437 -12.949226 13.763320
Cl: 8.766578 -14.353031 14.084885
H: 10.767811 -15.161817 13.237576

Atoms 1-3, force components in eV/Å:
Mg 3.50 0.91 -0.30
O 0.89 -1.85 -0.40
V -0.27 0.79 -0.88

Atom charges from the Löwdin analysis, given in e for atoms 1 to 99:
1 Mg 0.335
2 O -0.328
3 V 0.876
4 O -0.310
5 O -0.354
6 V 0.841
7 O -0.331
8 S 0.263
9 O -0.347
10 O -0.383
11 O -0.386
12 O -0.274
13 S 0.324
14 O -0.279
15 O -0.365
16 O -0.340
17 O -0.320
18 C -0.056
19 C -0.300
20 O -0.184
21 P 0.707
22 O -0.247
23 O -0.183
24 C -0.296
25 C -0.060
26 O -0.185
27 C -0.283
28 C -0.065
29 H 0.055
30 H 0.075
31 H 0.082
32 H 0.119
33 H 0.097
34 H 0.112
35 H 0.114
36 H 0.072
37 H 0.078
38 H 0.078
39 H 0.090
40 H 0.106
41 H 0.083
42 H 0.036
43 H 0.067
44 C -0.047
45 C -0.233
46 O -0.158
47 P 0.545
48 O -0.246
49 O -0.166
50 C -0.254
51 C -0.044
52 O -0.185
53 C -0.280
54 C -0.051
55 H 0.075
56 H 0.073
57 H 0.057
58 H 0.121
59 H 0.106
60 H 0.076
61 H 0.101
62 H 0.050
63 H 0.081
64 H 0.048
65 H 0.109
66 H 0.112
67 H 0.075
68 H 0.077
69 H 0.064
70 C -0.055
71 C -0.192
72 N 0.163
73 H 0.096
74 H 0.043
75 H 0.098
76 C -0.042
77 C -0.203
78 N 0.184
79 H 0.086
80 H 0.083
81 H 0.087
82 C -0.021
83 C -0.217
84 N 0.180
85 H 0.091
86 H 0.050
87 H 0.065
88 C -0.048
89 C -0.172
90 N 0.208
91 H 0.066
92 H 0.099
93 H 0.096
94 C -1.501
95 Cl 0.543
96 Cl 0.578
97 Cl 0.526
98 H -0.004
99 C -1.557